Entry 1:
116
Properties=species:S:1:pos:R:3:lowdin_charge:R:1 method="wB97M-V/def2-TZVPD" gap_ev=8.4 lumo_ev=0.0577 smiles="c1cc[nH]c1.c1cc[nH]c1.c1cc[nH]c1.c1cc[nH]c1.NC(N)=O.NC(N)=O.CCCC#N.CCCC#N.CCCC#N.CCCC#N.CCCC#N" charge=0
C -0.698 -0.739 -0.358 -0.1070
C 0.036 0.419 -0.688 -0.1029
C 0.846 0.699 0.396 -0.1690
N 0.705 -0.312 1.298 0.0344
C -0.224 -1.215 0.844 -0.1256
H -1.475 -1.199 -0.949 0.0797
H -0.023 1.017 -1.583 0.0799
H 1.557 1.507 0.428 0.0993
H 1.257 -0.388 2.141 0.1091
H -0.496 -2.075 1.422 0.0847
C -2.981 2.111 3.870 -0.1106
C -1.801 2.913 3.825 -0.1091
C -1.110 2.522 2.710 -0.1659
N -1.789 1.516 2.098 0.0322
C -2.909 1.213 2.834 -0.1338
H -3.783 2.149 4.589 0.0901
H -1.534 3.659 4.554 0.0897
H -0.190 2.900 2.294 0.1031
H -1.436 0.955 1.340 0.0891
H -3.564 0.416 2.527 0.0964
C 4.082 2.746 -2.831 -0.1105
C 3.530 3.729 -3.693 -0.1081
C 2.597 4.442 -2.987 -0.1464
N 2.576 3.934 -1.718 0.0148
C 3.490 2.918 -1.607 -0.1515
H 4.788 1.991 -3.134 0.0866
H 3.776 3.895 -4.730 0.0953
H 1.976 5.250 -3.335 0.0956
H 1.919 4.177 -0.999 0.1334
H 3.568 2.403 -0.662 0.0839
C -2.932 -2.735 1.926 -0.1270
C -2.747 -3.117 3.274 -0.1109
C -2.667 -4.486 3.305 -0.1462
N -2.786 -4.940 2.014 0.0179
C -2.911 -3.876 1.168 -0.1288
H -3.123 -1.754 1.523 0.0789
H -2.760 -2.530 4.179 0.0765
H -2.605 -5.141 4.159 0.1058
H -2.804 -5.912 1.763 0.1466
H -3.038 -4.045 0.113 0.0748
N 1.088 -6.554 2.938 0.1513
C 1.898 -5.459 2.802 -0.6802
N 1.218 -4.265 2.683 0.1552
O 3.109 -5.532 2.766 0.0146
H 1.444 -7.473 3.112 0.1017
H 0.094 -6.423 2.990 0.0751
H 1.742 -3.413 2.685 0.0791
H 0.216 -4.295 2.793 0.0648
N 4.219 -0.464 2.748 0.1709
C 3.632 0.775 2.872 -0.6612
N 4.355 1.792 2.288 0.1580
O 2.514 0.939 3.334 0.0110
H 3.757 -1.247 3.169 0.0994
H 5.207 -0.533 2.572 0.0999
H 4.021 2.732 2.377 0.1048
H 5.310 1.617 2.028 0.0925
C 5.327 -0.406 -0.792 -0.1037
C 4.148 -0.884 -1.612 -0.2618
C 3.121 -1.693 -0.845 -0.1823
C 3.686 -2.791 -0.047 -0.2232
N 4.149 -3.603 0.627 0.1660
H 5.959 0.250 -1.394 0.0722
H 5.940 -1.245 -0.461 0.0763
H 4.990 0.196 0.054 0.0413
H 4.465 -1.391 -2.531 0.1159
H 3.666 -0.009 -2.065 0.0862
H 2.284 -2.044 -1.442 0.1209
H 2.767 -1.027 -0.047 0.0862
C -0.099 2.367 -4.383 -0.1145
C -0.005 2.352 -5.900 -0.2418
C -0.679 3.565 -6.559 -0.1782
C -0.042 4.795 -6.084 -0.2502
N 0.452 5.758 -5.705 0.1596
H -1.121 2.239 -4.024 0.0538
H 0.170 3.360 -4.001 0.0538
H 0.643 1.708 -3.934 0.0732
H -0.419 1.414 -6.274 0.1076
H 1.047 2.352 -6.191 0.1107
H -1.754 3.618 -6.397 0.1025
H -0.462 3.488 -7.627 0.1185
C -1.610 4.173 -0.386 -0.1136
C -2.077 5.011 -1.563 -0.2493
C -2.696 4.151 -2.676 -0.1878
C -2.957 4.902 -3.899 -0.2268
N -3.178 5.494 -4.857 0.1598
H -0.732 3.576 -0.638 0.0553
H -2.381 3.459 -0.064 0.0754
H -1.504 4.768 0.520 0.0748
H -1.235 5.561 -1.995 0.1095
H -2.780 5.776 -1.232 0.1148
H -3.629 3.730 -2.301 0.1262
H -1.998 3.348 -2.913 0.0709
C -0.635 -0.513 5.146 -0.1061
C 0.375 -1.250 6.012 -0.2510
C 0.191 -2.757 5.991 -0.1823
C -1.120 -3.188 6.485 -0.2419
N -2.138 -3.547 6.874 0.1552
H -1.650 -0.784 5.457 0.0687
H -0.601 -0.847 4.100 0.0605
H -0.560 0.571 5.131 0.0687
H 0.316 -0.830 7.020 0.1143
H 1.379 -0.967 5.682 0.1010
H 0.937 -3.274 6.594 0.1218
H 0.274 -3.116 4.962 0.0900
C -4.016 -2.810 -5.221 -0.0993
C -3.332 -2.227 -3.999 -0.2749
C -4.066 -2.446 -2.681 -0.1870
C -4.151 -3.855 -2.297 -0.2420
N -4.240 -4.945 -1.958 0.1549
H -3.323 -2.771 -6.061 0.0747
H -4.960 -2.311 -5.433 0.0774
H -4.230 -3.870 -5.065 0.0749
H -3.053 -1.172 -4.098 0.1054
H -2.319 -2.638 -3.884 0.1134
H -5.102 -2.093 -2.715 0.1266
H -3.575 -1.891 -1.880 0.0972



Entry 2:
119
Properties=species:S:1:pos:R:3:mulliken_spin:R:1 method="wB97M-V/def2-TZVPD" gap_ev="5.5 / 4.8" multiplicity=2 relative_energy_kj_mol=364.3 lumo_ev="-8.4937 / -8.9480" charge=+3
Ir 1.012 0.415 -0.352 0.0232
N 1.740 1.752 -2.096 0.0090
C 0.570 2.421 -2.686 0.0010
C 0.859 3.039 -4.061 -0.0003
C 0.988 1.996 -5.190 0.0002
C 0.075 2.306 -6.381 -0.0001
N -1.297 2.233 -5.923 0.0000
C -2.350 1.777 -6.575 0.0000
N -2.353 1.605 -7.898 0.0000
N -3.426 1.479 -5.848 0.0000
C -0.623 1.410 -2.743 -0.0015
O -1.643 1.753 -3.342 0.0008
O -0.441 0.312 -2.169 -0.0025
H 2.425 2.449 -1.816 -0.0022
H 2.186 1.175 -2.808 0.0034
H 0.247 3.212 -1.997 -0.0007
H 1.771 3.636 -3.989 0.0002
H 0.051 3.737 -4.285 -0.0002
H 0.712 1.009 -4.808 -0.0002
H 2.013 1.941 -5.559 0.0001
H 0.247 1.566 -7.171 0.0000
H 0.299 3.302 -6.783 0.0000
H -1.420 2.259 -4.892 0.0001
H -1.609 1.969 -8.468 0.0000
H -3.167 1.265 -8.383 0.0000
H -3.381 1.603 -4.847 0.0000
H -4.289 1.189 -6.269 0.0000
S -0.686 1.965 0.581 -0.0131
C -1.875 0.948 1.298 -0.0011
N -3.084 1.455 1.624 0.0016
C -4.067 0.561 2.191 0.0003
C -3.385 -0.418 3.140 -0.0001
N -2.351 -1.123 2.420 -0.0004
C -2.096 -2.509 2.750 0.0060
C -3.339 -3.365 2.706 -0.0011
C -4.056 -3.498 1.521 -0.0008
C -5.158 -4.332 1.466 0.0000
C -5.556 -5.037 2.590 -0.0001
C -4.845 -4.910 3.771 0.0001
C -3.743 -4.072 3.832 -0.0006
C -1.575 -0.391 1.584 0.0076
S -0.192 -1.181 0.864 0.0634
C -3.505 2.808 1.311 -0.0013
C -3.825 3.571 2.572 0.0003
C -5.139 3.683 3.011 0.0003
C -5.420 4.290 4.222 0.0000
C -4.394 4.801 4.999 0.0000
C -3.086 4.719 4.552 0.0000
C -2.801 4.109 3.344 -0.0002
H -4.579 0.007 1.395 -0.0002
H -4.798 1.158 2.736 -0.0001
H -4.099 -1.145 3.527 0.0000
H -2.956 0.134 3.987 0.0001
H -1.651 -2.562 3.751 0.0002
H -1.361 -2.889 2.036 -0.0013
H -3.740 -2.960 0.637 0.0003
H -5.703 -4.446 0.544 0.0000
H -6.420 -5.681 2.547 0.0000
H -5.143 -5.471 4.641 0.0000
H -3.191 -3.989 4.758 0.0000
H -4.389 2.750 0.666 0.0000
H -2.694 3.295 0.763 0.0004
H -5.945 3.303 2.399 -0.0001
H -6.440 4.355 4.564 0.0000
H -4.616 5.260 5.949 0.0000
H -2.291 5.128 5.156 0.0000
H -1.780 4.051 2.989 0.0004
S 3.058 1.782 0.827 -0.0097
C 2.705 2.853 2.093 0.0026
N 3.599 3.850 2.324 0.0002
C 3.413 4.808 3.252 0.0003
C 2.281 4.815 4.020 -0.0005
C 1.352 3.775 3.858 0.0000
C 1.570 2.799 2.918 -0.0005
H 4.453 3.846 1.774 -0.0002
H 4.193 5.549 3.351 0.0000
H 2.120 5.592 4.746 0.0000
H 0.468 3.741 4.477 0.0001
H 0.873 1.989 2.785 -0.0004
C 1.826 -2.459 3.331 -0.0031
Si 3.326 -2.301 2.162 -0.0194
C 4.305 -3.932 2.028 0.0028
C 4.434 -0.832 2.683 0.0132
Ge 2.498 -1.555 -0.237 0.3670
Si 1.101 -3.505 -1.738 0.2256
C -0.254 -4.287 -0.665 0.0644
C 0.433 -2.517 -3.214 0.0564
C 2.467 -4.759 -2.172 0.0346
Si 4.721 -1.345 -1.822 0.1002
C 5.538 0.311 -1.361 0.0457
C 5.688 -2.859 -1.204 0.0223
C 4.148 -1.402 -3.644 0.0209
H 2.166 -2.625 4.349 -0.0009
H 1.184 -3.294 3.070 0.0022
H 1.222 -1.557 3.326 0.0005
H 4.451 -4.325 3.029 -0.0006
H 5.294 -3.795 1.605 0.0005
H 3.794 -4.697 1.452 0.0004
H 5.104 -1.130 3.483 0.0023
H 3.836 -0.003 3.051 -0.0020
H 5.043 -0.463 1.864 -0.0045
H -1.099 -3.619 -0.535 -0.0155
H 0.103 -4.585 0.315 0.0008
H -0.624 -5.180 -1.163 0.0107
H -0.032 -1.590 -2.890 -0.0131
H -0.328 -3.105 -3.721 0.0072
H 1.205 -2.286 -3.941 -0.0032
H 2.758 -5.354 -1.312 -0.0043
H 3.357 -4.311 -2.600 -0.0007
H 2.067 -5.448 -2.910 0.0106
H 6.550 0.144 -1.005 0.0045
H 4.992 0.825 -0.577 -0.0144
H 5.597 0.979 -2.215 0.0014
H 6.133 -2.639 -0.238 0.0010
H 6.495 -3.103 -1.889 0.0060
H 5.063 -3.740 -1.099 -0.0005
H 3.173 -0.945 -3.779 -0.0042
H 4.096 -2.418 -4.021 0.0005
H 4.858 -0.875 -4.276 0.0020



| no. | total energy (eV) |
| --- | --- |
| 1 | -63894.6041 |
| 2 | -170445.9109 |